[1]
Here is a structure of composition C16H28Ag2CuN2O12 from the OMol25 dataset. Energies are from ωB97M-V/def2-TZVPD.

Cartesian coordinates (Å):
1 Ag -2.785 -3.911 -2.177
2 Ag -3.677 -1.187 -0.064
3 Cu -2.855 1.112 2.539
4 O -1.715 -2.216 -0.963
5 C -0.573 -1.653 -0.466
6 C -0.743 -0.615 0.671
7 O -1.922 0.140 0.750
8 H -0.009 -1.149 -1.272
9 H 0.102 -2.494 -0.230
10 H 0.046 0.147 0.558
11 H -0.476 -1.000 1.666
12 C -1.173 -2.232 4.687
13 N -2.018 -1.054 4.421
14 O -3.219 -1.149 4.467
15 O -1.450 0.036 4.318
16 H -0.207 -1.932 5.067
17 H -1.131 -2.786 3.747
18 H -1.821 -2.823 5.335
19 C 2.648 -1.341 2.715
20 N 2.468 -0.679 4.041
21 O 1.453 -0.021 4.212
22 O 3.298 -0.871 4.885
23 H 2.470 -0.479 2.073
24 H 1.989 -2.176 2.512
25 H 3.691 -1.643 2.657
26 O 2.269 -5.519 -1.126
27 C 2.754 -4.475 -1.445
28 O 3.869 -4.004 -0.867
29 C 4.237 -2.679 -1.324
30 C 3.042 -2.180 -2.101
31 C 2.354 -3.488 -2.549
32 H 5.167 -2.761 -1.882
33 H 4.413 -2.132 -0.400
34 H 3.272 -1.566 -2.968
35 H 2.421 -1.628 -1.387
36 H 2.799 -3.835 -3.483
37 H 1.285 -3.379 -2.725
38 O -4.047 0.105 -2.046
39 C -4.130 1.276 -2.372
40 O -4.311 1.621 -3.636
41 C -4.144 3.059 -3.815
42 C -3.774 3.600 -2.430
43 C -4.025 2.493 -1.442
44 H -5.072 3.426 -4.238
45 H -3.273 3.260 -4.434
46 H -4.266 4.566 -2.302
47 H -2.712 3.852 -2.420
48 H -4.919 2.449 -0.822
49 H -3.080 2.312 -0.928
50 O 0.951 5.617 0.479
51 C 1.069 4.437 0.136
52 O 0.379 3.991 -0.867
53 C 0.719 2.610 -1.205
54 C 2.004 2.278 -0.409
55 C 2.028 3.417 0.650
56 H 0.953 2.620 -2.268
57 H -0.122 1.931 -1.074
58 H 2.826 2.540 -1.072
59 H 2.072 1.324 0.095
60 H 2.998 3.816 0.946
61 H 1.605 3.023 1.585

Output
Charge: +3
LUMO energy (alpha / beta): -0.320 / -0.500 hartree
Spin multiplicity: 3
DFT total energy: -3571.7642 a.u.
HOMO (alpha / beta): -15.7 / -15.7 eV
Orbital gap (alpha / beta): 6.97 / 2.05 eV

***

[2]
Here is a cluster of 2 separate species, C16H28BF9N5O6P2S2 in total from the OMol25 dataset. Energies are from ωB97M-V/def2-TZVPD.

Cartesian coordinates (Å):
1 C -3.791 4.859 -0.842
2 O -3.064 3.795 -1.513
3 B -2.844 2.660 -0.667
4 O -3.986 1.998 -0.086
5 C -1.314 2.148 -0.456
6 C -1.268 0.685 -1.186
7 P 0.394 0.257 -1.968
8 S 0.330 0.239 -3.906
9 C -1.898 -0.495 -0.258
10 N -1.898 -0.049 1.165
11 C -0.619 0.701 1.277
12 N 0.547 0.134 1.549
13 C 0.691 -1.342 1.832
14 C 1.796 -1.733 2.914
15 C 3.207 -2.188 2.262
16 N 4.202 -2.752 3.223
17 O 3.489 -2.055 1.068
18 P 2.151 1.002 1.549
19 N 2.534 1.534 3.215
20 O 2.099 2.452 0.675
21 N -0.755 2.079 0.905
22 C -0.946 3.090 1.861
23 F 0.167 3.082 2.782
24 F -0.801 4.367 1.237
25 C -2.248 3.182 2.765
26 F -3.104 2.077 2.749
27 F -3.026 4.261 2.239
28 C -2.026 3.563 4.302
29 F -1.311 4.769 4.485
30 F -3.332 3.872 4.788
31 C -1.509 2.366 5.227
32 F -0.369 2.859 5.914
33 F -2.405 1.944 6.196
34 F -1.072 1.229 4.530
35 H -4.457 4.506 0.014
36 H -4.489 5.321 -1.625
37 H -3.087 5.679 -0.472
38 H -4.228 1.201 -0.612
39 H -0.652 2.847 -1.089
40 H -2.008 0.792 -2.062
41 H 0.935 -0.976 -1.434
42 H 1.329 1.298 -1.584
43 H -1.254 -1.419 -0.416
44 H -2.948 -0.737 -0.658
45 H -1.992 -0.784 1.862
46 H 1.009 -1.806 0.826
47 H -0.263 -1.864 2.130
48 H 1.926 -0.993 3.767
49 H 1.412 -2.696 3.420
50 H 4.691 -1.936 3.643
51 H 3.608 -3.149 3.974
52 H 3.183 0.859 3.652
53 H 1.669 1.442 3.787
54 H 2.569 3.112 1.246
55 C 1.190 -5.263 -6.003
56 C 2.288 -4.256 -6.351
57 C 2.166 -3.087 -5.371
58 S 1.448 -3.760 -3.877
59 O 0.139 -3.174 -3.690
60 O 2.445 -3.768 -2.829
61 C 1.240 -5.423 -4.489
62 H 1.338 -6.217 -6.512
63 H 0.216 -4.866 -6.306
64 H 3.267 -4.731 -6.237
65 H 2.209 -3.913 -7.384
66 H 3.138 -2.651 -5.139
67 H 1.494 -2.315 -5.750
68 H 0.334 -5.862 -4.073
69 H 2.114 -6.002 -4.184

Output
Charge: +1
LUMO energy: -0.170 hartree
Spin multiplicity: 1
DFT total energy: -3754.1278 a.u.
HOMO: -11.1 eV
Orbital gap: 6.44 eV

***

[3]
Here is a cluster of 10 separate species, C16H28Cl16O4 in total from the OMol25 dataset. Energies are from ωB97M-V/def2-TZVPD.

Cartesian coordinates (Å):
1 C -1.460 5.186 -0.662
2 Cl -1.635 6.416 -1.995
3 Cl -2.437 3.730 -0.829
4 H -0.412 4.925 -0.608
5 H -1.815 5.705 0.252
6 C 1.291 1.882 -3.447
7 Cl 0.903 3.116 -2.320
8 Cl -0.095 0.933 -3.976
9 H 1.767 2.267 -4.350
10 H 2.010 1.254 -2.971
11 C 3.072 -4.632 2.100
12 Cl 1.271 -4.784 1.763
13 Cl 4.171 -4.711 0.674
14 H 3.186 -3.633 2.467
15 H 3.427 -5.327 2.850
16 C -6.346 -5.503 -0.705
17 Cl -5.752 -4.212 -1.707
18 Cl -5.102 -5.997 0.442
19 H -7.186 -5.078 -0.109
20 H -6.581 -6.335 -1.408
21 C 0.760 -3.227 -2.128
22 Cl 1.719 -4.223 -3.155
23 Cl -0.673 -4.140 -1.535
24 H 1.320 -2.937 -1.223
25 H 0.326 -2.320 -2.593
26 C 4.044 -1.152 -1.082
27 Cl 3.798 -1.399 -2.829
28 Cl 4.816 0.335 -0.640
29 H 3.122 -1.332 -0.584
30 H 4.648 -1.999 -0.888
31 C -4.968 0.280 -2.183
32 Cl -4.981 0.256 -3.972
33 Cl -6.474 -0.256 -1.513
34 H -4.232 -0.398 -1.902
35 H -4.649 1.217 -1.832
36 C 0.316 -1.427 3.641
37 Cl -1.215 -2.198 3.035
38 Cl 1.501 -1.003 2.414
39 H 0.013 -0.515 4.149
40 H 0.805 -2.145 4.326
41 O 1.478 0.059 -0.799
42 C 0.394 0.260 -0.329
43 O 0.196 1.280 0.506
44 C -1.130 1.096 1.049
45 C -1.956 0.268 0.103
46 C -0.829 -0.575 -0.567
47 H -1.477 2.093 1.338
48 H -0.894 0.675 2.051
49 H -2.481 1.021 -0.588
50 H -2.750 -0.266 0.560
51 H -0.921 -0.786 -1.669
52 H -0.486 -1.511 -0.153
53 O -0.007 4.295 1.960
54 C 1.177 3.990 1.943
55 O 2.076 4.560 1.103
56 C 3.329 3.851 1.234
57 C 2.954 2.513 1.942
58 C 1.738 2.943 2.835
59 H 4.017 4.423 1.891
60 H 3.751 3.772 0.227
61 H 3.878 2.194 2.445
62 H 2.644 1.787 1.173
63 H 1.945 3.418 3.783
64 H 1.077 2.021 2.997

Output
SMILES string: O=C1CCCO1.O=C1CCCO1.ClCCl.ClCCl.ClCCl.ClCCl.ClCCl.ClCCl.ClCCl.ClCCl
Relative energy (zero: lowest compared OMol25 entry of this formula, charge and spin): 0.00 kcal per mole
LUMO energy: 0.003 hartree
Spin multiplicity: 1
DFT total energy: -8290.4572 a.u.
HOMO: -10.4 eV
Orbital gap: 10.46 eV

***

For the records above, the corresponding strongest force on any atom values read 5.1; 3.8; 3.2 eV Å⁻¹.